41
Properties=species:S:1:pos:R:3:forces:R:3 method="wB97M-V/def2-TZVPD" homo_ev="-7.7 / -7.9" lumo_energy_ev="-0.556 / -2.151" spin_multiplicity=5 s_squared=6.028
Rh 0.118206 2.332172 -2.806435 0.6 0.1 -0.1
Se 1.086032 3.519017 -4.684678 0.0 -0.1 -0.3
Se 0.889247 2.252378 -6.571866 -0.5 -0.8 0.4
Se -0.258747 0.189815 -5.998991 0.5 0.9 -0.2
Se -0.871861 0.351683 -3.804567 0.1 -0.1 -0.3
C 1.683447 -5.305713 0.806463 -0.3 -0.4 -0.3
C 1.601007 -5.210208 2.296056 0.3 0.5 -0.2
O 1.021704 -5.955159 3.026582 -0.1 -0.3 0.1
S 2.612355 -3.887019 3.003757 0.1 0.3 0.2
C 2.381775 -2.550614 1.842818 -0.1 -0.3 0.3
C 1.086443 -2.076516 1.650948 0.1 0.0 0.0
C 0.865429 -1.003291 0.820095 0.1 0.0 -0.1
C 1.944837 -0.360566 0.199953 0.1 -0.6 0.3
C 3.243476 -0.830288 0.416385 -0.1 0.1 0.0
C 3.459713 -1.929961 1.223750 -0.1 -0.2 0.2
C 1.663162 0.722397 -0.651688 0.0 1.1 -0.6
C 1.357502 1.674223 -1.361477 0.0 -0.5 0.2
H 0.969125 -6.039296 0.441869 -0.1 0.0 0.0
H 2.690722 -5.636636 0.551816 0.0 0.0 0.0
H 1.512967 -4.343764 0.330317 0.0 0.0 0.0
H 0.262404 -2.557278 2.158685 -0.1 0.0 0.1
H -0.133344 -0.628024 0.648896 0.0 0.0 0.0
H 4.074834 -0.324421 -0.050321 0.0 0.0 -0.1
H 4.458046 -2.309848 1.384830 0.1 0.0 0.0
C -4.033022 3.441312 -1.312760 0.4 -0.4 -0.4
S -2.560242 2.483929 -1.849833 -1.7 0.1 1.5
O -1.676497 3.569737 -2.377627 0.8 0.6 -0.4
C -1.975724 2.109424 -0.180547 -0.1 0.0 -0.2
C -2.443939 0.965197 0.442118 0.0 0.0 -0.1
C -2.052783 0.694047 1.743553 -0.1 0.0 0.1
C -1.173686 1.547054 2.394955 0.0 0.0 0.0
C -0.683255 2.669329 1.746142 -0.1 0.0 0.0
C -1.094141 2.961796 0.456269 0.0 0.2 -0.1
H -3.734746 4.179053 -0.578837 0.2 0.1 0.1
H -4.766290 2.757038 -0.902236 -0.1 -0.1 0.1
H -4.422309 3.921801 -2.203847 -0.1 0.0 -0.1
H -3.097894 0.296126 -0.095868 -0.1 -0.2 0.0
H -2.426666 -0.182615 2.251515 0.0 -0.1 0.0
H -0.858753 1.330212 3.406165 0.0 0.0 0.0
H 0.014593 3.322370 2.246421 0.1 0.1 0.0
H -0.733127 3.841111 -0.058779 0.1 0.0 0.0

39
Properties=species:S:1:pos:R:3:forces:R:3 method="wB97M-V/def2-TZVPD" homo_ev=-7.3 lumo_energy_ev=-1.405
Au -0.079000 -0.098300 -0.080600 -0.6 0.4 -2.3
O 0.008100 -0.318700 2.173400 0.0 -0.1 0.9
C 0.850800 -1.148600 2.637600 -0.1 0.2 0.2
C 0.459300 -2.049600 3.669600 0.1 -0.2 0.2
C 1.347100 -2.905900 4.259400 -0.3 0.2 -0.2
C 2.689800 -2.926400 3.865100 0.7 0.1 -0.3
C 3.117300 -2.073000 2.875300 0.0 -0.5 0.4
C 2.233500 -1.197300 2.232400 -0.3 0.2 -0.3
C 2.734900 -0.308800 1.235600 0.3 -0.5 0.7
N 2.004300 0.304800 0.385700 -1.1 -0.8 -0.5
C 2.436200 1.383800 -0.448700 0.0 0.4 -0.3
C 1.445600 2.540500 -0.247600 0.8 0.4 0.0
N 0.090900 2.042100 -0.304600 -0.7 -0.3 1.0
C -0.871200 2.780200 0.140400 0.4 -0.2 -0.2
C -2.243800 2.409500 0.242400 -0.5 -0.6 0.2
C -3.109300 3.329800 0.855400 -0.3 0.0 0.1
C -4.442700 3.064400 1.052500 0.1 0.2 0.0
C -4.964100 1.832200 0.641300 0.3 0.2 0.1
C -4.149500 0.889900 0.074400 0.3 -0.1 -0.4
C -2.770300 1.134800 -0.161800 -0.3 1.1 0.7
O -2.077800 0.215400 -0.728400 1.3 -1.4 -0.4
H -0.573300 -2.007500 3.981200 -0.1 0.0 0.0
H 1.013400 -3.569100 5.044500 0.0 -0.1 0.1
H 3.384700 -3.600100 4.343600 0.1 0.0 0.0
H 4.150400 -2.082800 2.556300 0.2 0.0 0.0
H 3.820000 -0.137800 1.244200 -0.1 0.2 -0.1
H 2.398300 1.056100 -1.491000 0.1 0.1 0.0
H 3.455000 1.708600 -0.203800 -0.1 -0.1 0.0
H 1.603500 3.297700 -1.025000 0.0 -0.1 0.1
H 1.636700 3.007700 0.729000 0.0 -0.1 -0.1
H -0.623700 3.780100 0.513200 0.0 0.0 -0.2
H -2.695800 4.271500 1.190200 0.0 0.1 0.0
H -5.076600 3.795100 1.531500 0.0 0.0 0.0
H -6.009800 1.620200 0.799100 -0.1 -0.1 0.0
H -4.528600 -0.074800 -0.225600 0.0 -0.1 0.0
I -2.267500 -2.759000 0.149200 0.3 -0.1 0.0
C -0.268100 -2.199600 -0.311500 -0.2 0.7 0.7
H -0.068400 -2.524100 -1.326400 0.0 0.3 -0.1
H 0.372800 -2.725900 0.388700 0.1 0.2 0.1

45
Properties=species:S:1:pos:R:3:forces:R:3 method="wB97M-V/def2-TZVPD" homo_ev="-13.6 / -13.7" charge=+2 lumo_energy_ev="-7.966 / -8.142" spin_multiplicity=4 s_squared=3.792
Re -0.077644 0.316250 0.123306 0.4 -0.6 1.6
I 3.282492 -0.760227 3.913390 -0.1 0.2 0.1
C 2.238717 1.001261 3.539293 -0.1 -0.6 -0.7
C 2.318872 2.104815 4.400136 -0.1 0.4 0.1
C 1.660189 3.281270 4.129158 0.1 0.2 0.3
I 1.858672 4.881343 5.463391 0.0 -0.2 -0.2
C 0.856928 3.400453 2.963825 0.0 -0.1 -0.1
C 0.173730 4.550805 2.532106 0.0 -0.1 -0.1
C -0.560695 4.517886 1.363160 0.0 0.0 0.1
C -0.658906 3.336977 0.639321 -0.2 0.1 0.0
N -0.029648 2.221488 1.011308 -0.2 0.2 0.0
C 0.747344 2.258267 2.143995 0.3 -0.3 0.0
C 1.456156 1.068981 2.398389 0.2 0.9 1.0
O 1.342714 0.092170 1.497181 -1.1 -0.3 -1.9
H 2.916672 2.028087 5.298002 0.0 0.0 0.0
H 0.225926 5.461252 3.115123 0.0 0.0 0.0
H -1.077029 5.399271 1.012322 0.0 0.0 0.0
H -1.283365 3.286227 -0.245520 0.0 -0.1 0.0
C -0.464288 1.819634 -3.355851 0.2 0.1 -0.3
N -1.576949 1.120564 -2.722846 -0.2 -0.1 0.2
C -2.884354 1.445387 -2.838944 0.1 0.1 0.0
C -3.600955 0.484309 -2.173846 -0.1 -0.2 0.0
N -2.744525 -0.435744 -1.678039 0.3 0.5 -0.2
B -3.301584 -1.806695 -1.136905 -0.3 -0.4 0.1
N -2.336780 -2.539681 -0.158006 -0.1 0.0 0.2
C -2.082707 -3.877089 -0.236594 0.1 -0.1 0.0
C -1.401953 -4.249327 0.886616 0.0 -0.1 -0.3
N -1.225154 -3.122665 1.634427 -0.2 0.1 -0.1
C -0.556686 -3.048898 2.926687 0.1 0.1 0.3
C -1.819907 -2.098151 0.990537 0.2 -0.1 -0.1
S -1.795223 -0.453164 1.547304 0.3 0.5 -0.4
C -1.489148 -0.039127 -1.991758 0.2 0.2 0.2
S -0.006471 -0.968237 -1.797071 0.2 -0.2 -0.1
H -0.757109 2.845476 -3.562553 -0.1 0.0 0.1
H -0.203620 1.334732 -4.295878 0.0 -0.1 0.0
H 0.408856 1.809508 -2.709432 0.0 0.0 0.0
H -3.220895 2.327159 -3.358424 0.0 0.0 0.0
H -4.666052 0.392485 -2.040824 0.0 0.0 0.0
H -4.325528 -1.579359 -0.564725 0.0 0.2 0.0
H -3.452771 -2.506150 -2.095097 0.1 0.0 0.0
H -2.412423 -4.470089 -1.071822 0.0 0.0 0.0
H -1.030980 -5.215020 1.183883 0.0 0.0 0.1
H -0.150233 -4.026567 3.166681 0.0 0.0 -0.1
H -1.264770 -2.766495 3.703252 0.0 0.0 0.0
H 0.252660 -2.320321 2.898130 0.0 0.0 -0.1

60
Properties=species:S:1:pos:R:3:forces:R:3 method="wB97M-V/def2-TZVPD" homo_ev="-4.8 / -6.5" charge=-1 lumo_energy_ev="1.210 / 0.596" spin_multiplicity=3 s_squared=2.015
Cu 1.895077 0.621992 -1.939874 0.1 0.0 0.0
C 0.474441 -0.389466 -0.276506 1.4 1.8 0.9
O 1.402492 0.342025 0.162875 4.8 4.2 8.0
O 1.033452 -1.133165 -1.029418 3.4 -12.4 -4.9
O -0.084041 0.397437 -1.030646 -9.7 6.5 -3.9
C -0.352124 3.273698 1.539536 0.7 -1.2 -1.5
C -0.668419 4.068968 0.238312 0.7 -0.8 1.6
O -0.245913 5.351532 0.553125 1.4 1.4 0.5
C 0.429484 5.332400 1.731550 1.3 2.7 2.0
O 0.818120 6.279680 2.406586 -1.1 -1.9 -2.4
O 0.651475 4.078400 2.100082 0.2 -0.5 1.1
F -1.968710 4.183228 0.171268 -3.1 -0.4 -1.1
H 0.059446 2.282202 1.350698 0.1 0.1 -0.3
H -1.209973 3.118205 2.193774 -0.2 0.6 -0.1
H -0.242402 3.741523 -0.710052 0.0 -0.2 0.1
C -2.125990 2.022928 -3.087080 2.3 -1.0 2.3
C -3.134122 1.215129 -2.325911 1.8 0.9 -1.5
O -3.824781 0.640466 -3.366489 -1.4 -1.5 -1.6
C -3.680912 1.395554 -4.552871 1.2 -1.0 0.6
O -4.187154 1.236601 -5.615429 -0.4 -0.1 1.2
O -2.666162 2.237675 -4.320916 -0.4 1.2 -1.6
F -3.946077 2.088144 -1.779542 -2.5 1.7 2.3
H -1.249251 1.375333 -3.093596 0.4 0.1 -0.7
H -1.841675 2.904830 -2.513051 -0.3 0.3 -0.5
H -2.649251 0.619611 -1.552383 -0.5 -0.8 -0.4
C 3.311329 -3.100260 0.875273 0.6 1.5 0.0
C 2.743839 -3.579775 -0.456418 1.1 0.0 3.5
O 1.500253 -4.207093 -0.024732 1.5 0.1 -0.4
C 1.576329 -4.544868 1.333636 0.0 0.6 0.7
O 0.799107 -5.269366 1.921075 2.4 2.0 -1.6
O 2.676901 -3.813733 1.893029 -2.4 -1.8 -0.3
F 3.703787 -4.506849 -0.822907 -0.9 -0.7 -1.2
H 3.231059 -2.016586 0.960759 -1.0 0.2 0.3
H 4.394802 -3.189820 0.953893 0.0 -0.9 -0.2
H 2.792021 -2.694551 -1.090570 -1.4 -0.8 -0.8
C 3.169269 0.994957 2.528548 -1.7 -0.4 -0.2
C 1.934567 0.948335 3.386837 -3.2 0.0 -1.0
O 2.088865 2.003469 4.292349 -1.7 -1.2 0.3
C 3.353423 2.282521 4.365271 2.8 2.9 3.8
O 3.835367 2.987070 5.269791 -1.0 -2.1 -3.1
O 4.006160 1.702512 3.372509 3.1 0.4 0.1
F 1.579597 -0.232516 4.032736 1.0 0.7 -0.2
H 2.870380 1.585187 1.662299 0.4 0.0 -0.2
H 3.508052 0.017326 2.185667 0.4 0.2 0.4
H 1.060686 1.253731 2.811362 -0.1 -0.6 -0.1
C -1.594575 -2.132935 -2.651822 0.5 0.4 0.8
C -1.115172 -3.410472 -2.012125 0.9 0.2 -1.4
O -1.805953 -4.435968 -2.725027 0.2 0.6 -0.5
C -2.385724 -3.847487 -3.807982 -3.4 -2.9 -1.9
O -3.152779 -4.441870 -4.587221 2.8 1.7 2.2
O -2.138806 -2.559009 -3.846831 -0.6 0.2 -2.0
F -1.490703 -3.430987 -0.754211 -0.1 -0.5 1.6
H -0.791263 -1.428713 -2.868322 -0.3 0.1 0.5
H -2.404220 -1.773675 -2.016610 0.2 0.6 0.1
H -0.037919 -3.513072 -2.142844 0.0 -0.5 0.5
C -1.860961 -0.510318 2.532557 -0.4 -1.1 -0.4
Br -2.917973 0.640746 1.297907 0.6 -0.7 1.1
Br -2.147848 -2.454432 2.118086 0.1 1.3 0.2
Br -2.178562 -0.242617 4.431861 0.0 0.3 -0.8
H -0.800367 -0.363811 2.328139 -0.3 0.2 0.0

47
Properties=species:S:1:pos:R:3:forces:R:3 method="wB97M-V/def2-TZVPD" homo_ev=-11.6 charge=+1 lumo_energy_ev=-3.329
Sn -0.230427 0.139666 -0.184546 0.3 0.1 -0.2
C -0.435491 3.319293 -0.100614 0.1 -0.1 0.0
N -0.533205 2.132439 0.788034 0.0 0.0 0.1
C -1.840374 2.137036 1.490100 0.0 0.0 0.0
C 0.577013 2.188665 1.769614 0.0 -0.1 -0.1
C 0.775293 0.871842 2.522092 -0.1 0.1 0.0
N 0.316899 -0.271575 1.732396 0.5 0.2 -0.2
C 0.658141 -1.543253 2.214983 -0.4 -0.2 0.0
C -0.257032 -2.581587 2.020710 -0.2 0.0 0.1
F -1.439653 -2.286921 1.433161 0.1 0.0 0.0
C -0.049214 -3.871629 2.459756 0.0 0.0 0.0
F -0.992059 -4.783262 2.221198 0.0 0.0 0.0
C 1.094897 -4.203559 3.157457 0.0 0.1 0.0
C 1.993816 -3.186414 3.396895 0.0 -0.1 0.0
F 3.116654 -3.438499 4.068142 0.0 0.0 0.0
C 1.795822 -1.888083 2.945119 0.2 -0.1 -0.1
F 2.776973 -1.013135 3.212959 -0.1 0.0 0.0
H -0.379540 4.216017 0.519993 0.0 0.0 0.0
H -1.309071 3.366875 -0.740083 0.0 0.0 0.0
H 0.460486 3.243228 -0.714152 0.0 0.0 0.0
H -1.909413 3.031304 2.112589 0.0 0.0 0.0
H -1.923030 1.252850 2.121781 0.0 0.0 0.0
H -2.640766 2.142788 0.753629 0.0 0.0 0.0
H 0.393223 3.008420 2.466507 0.0 0.0 0.0
H 1.480876 2.424322 1.204057 0.0 0.0 0.0
H 0.262579 0.865480 3.489004 -0.1 0.1 -0.1
H 1.841377 0.814486 2.721941 0.0 0.0 0.1
H 1.272147 -5.207463 3.513560 0.0 0.0 0.0
O -1.570589 1.112268 -1.495666 -0.2 0.0 0.2
N -1.839256 0.456268 -2.629704 0.0 -0.1 -0.1
C -2.277108 1.200151 -3.667099 0.0 0.0 0.0
C -2.598286 0.606988 -4.855435 0.0 0.0 0.0
C -2.462509 -0.776166 -4.978094 0.0 0.0 0.0
C -2.002622 -1.512130 -3.911813 0.0 0.0 0.0
C -1.677434 -0.881631 -2.710690 0.0 0.0 0.0
S -1.140805 -1.782615 -1.331629 0.0 -0.1 0.2
H -2.339939 2.257921 -3.466524 0.0 0.0 0.0
H -2.945061 1.218862 -5.674102 0.0 0.0 0.0
H -2.711133 -1.268910 -5.907508 0.0 0.0 0.0
H -1.880784 -2.583526 -3.975506 0.0 0.0 0.0
Cl 2.632117 -1.807447 -0.700882 0.0 0.0 0.1
C 3.355947 -0.198047 -0.874086 0.1 0.0 0.0
Cl 3.629997 0.554398 0.709073 0.0 0.0 -0.1
C 2.476427 0.726342 -1.719933 -0.1 -0.3 0.0
O 2.977682 1.412939 -2.559458 0.0 0.1 0.0
O 1.174559 0.686639 -1.493567 -0.1 0.4 0.2
H 4.321857 -0.301652 -1.353665 0.0 0.0 0.0

46
Properties=species:S:1:pos:R:3:forces:R:3 method="wB97M-V/def2-TZVPD" homo_ev="-11.3 / -11.2" charge=+1 lumo_energy_ev="-4.351 / -4.558" spin_multiplicity=2 s_squared=0.762
Os -0.412781 -0.121707 -0.809502 -0.2 -0.7 0.2
F -0.780454 -4.273620 2.682955 0.0 0.0 0.0
C -0.948850 -3.827663 1.434243 0.0 0.0 0.0
C -0.566924 -2.532878 1.131591 0.0 -0.1 0.1
C -0.745658 -2.041186 -0.154874 0.0 0.1 0.0
C -1.295731 -2.902877 -1.137293 0.0 -0.1 0.2
C -1.660475 -4.199795 -0.773038 0.1 0.1 -0.1
F -2.191148 -5.039798 -1.679114 0.0 0.0 0.0
C -1.502817 -4.685857 0.503707 0.1 0.1 0.1
C -1.432108 -2.341830 -2.474440 -0.1 0.1 -0.4
C -1.937323 -2.994447 -3.601251 0.0 0.0 0.2
C -2.027594 -2.324153 -4.801945 0.0 0.1 -0.1
C -1.593220 -1.005366 -4.897778 0.0 -0.1 0.0
C -1.094261 -0.410181 -3.766766 -0.1 -0.1 0.0
N -1.019753 -1.045691 -2.581133 0.1 -0.2 -0.4
H -0.142097 -1.934417 1.923085 0.0 0.0 0.0
H -1.793842 -5.694382 0.755303 0.0 0.0 0.0
H -2.268205 -4.015612 -3.525627 0.0 0.0 0.0
H -2.439850 -2.827349 -5.666141 0.0 0.0 0.0
H -1.645551 -0.452510 -5.823500 0.0 0.0 0.0
H -0.739403 0.609226 -3.787849 0.0 0.0 0.0
C 1.686662 0.526908 5.291927 0.0 0.0 -0.1
C 2.003404 -0.216028 4.018551 0.0 0.0 0.0
O 0.854838 -0.158097 3.114143 0.1 0.1 0.0
P 0.778342 0.770625 1.851661 0.0 0.3 0.8
S -1.118067 0.840535 1.244143 0.2 0.1 -0.3
S 1.709178 0.072872 0.222288 -0.4 -0.1 -0.4
O 1.397076 2.107752 2.406794 0.1 0.1 0.1
C 1.725110 3.273179 1.607059 0.0 0.0 0.0
C 0.531157 4.179214 1.427667 0.0 -0.1 0.0
H 2.500531 0.382319 6.001817 0.0 0.0 0.0
H 0.768688 0.145756 5.735571 0.0 0.0 0.0
H 1.571235 1.592526 5.103009 0.0 0.0 0.0
H 2.160972 -1.277893 4.195980 0.0 0.0 0.0
H 2.880588 0.193273 3.516153 0.0 0.0 0.0
H 2.125796 2.936263 0.648709 0.0 0.0 0.0
H 2.517332 3.766386 2.166394 0.0 0.0 -0.1
H -0.280925 3.663965 0.914132 0.0 0.0 0.0
H 0.833018 5.036222 0.826198 0.0 0.1 0.0
H 0.161052 4.538625 2.386525 0.0 0.0 0.0
Cl 0.735906 4.040633 -4.543509 -1.0 0.1 -0.6
C 0.488589 4.018513 -2.845029 3.3 -0.8 0.9
Cl 0.061831 5.476782 -2.078155 -0.7 0.3 -0.1
Cl 2.282772 3.565481 -2.229098 0.0 0.7 0.0
C 0.035881 2.788242 -2.234308 -1.0 -0.1 -0.2
N -0.172920 1.798042 -1.699257 -0.4 0.0 0.1